Here is a molecular structure, C55H53F3NO3P4PdS2 from OMol25. Energies are from the ωB97M-V functional and the def2-TZVPD basis.

Atoms and positions in Å:
Pd1 -1.60297 0.44000 0.54261
C1 -3.24242 3.20053 1.38603
C2 -1.84256 3.76513 1.17774
P1 -0.57255 2.45918 0.83880
C3 0.53461 3.35264 -0.28198
C4 0.33937 3.22281 -1.65407
C5 1.11607 3.94485 -2.54549
C6 2.08214 4.81998 -2.07068
C7 2.25052 4.98975 -0.70336
C8 1.47638 4.26604 0.19209
C9 0.28304 2.20312 2.41341
C10 -0.49893 2.03654 3.55832
C11 0.09868 1.75546 4.77644
C12 1.47794 1.63543 4.86228
C13 2.26179 1.78571 3.72554
C14 1.66864 2.05749 2.50317
P2 -3.39770 1.79677 0.26393
C15 -3.32195 2.44289 -1.41889
C16 -3.72468 3.74052 -1.72053
C17 -3.69813 4.18732 -3.03409
C18 -3.29292 3.33577 -4.05210
C19 -2.90340 2.03564 -3.75808
C20 -2.90215 1.59556 -2.44373
C21 -5.02321 1.03943 0.39387
C22 -5.89017 1.37124 1.43273
C23 -7.13347 0.76442 1.51067
C24 -7.50190 -0.18508 0.57088
C25 -6.63888 -0.51946 -0.46453
C26 -5.40427 0.09563 -0.55969
H1 -4.01865 3.94659 1.21550
H2 -3.36618 2.78986 2.38731
H3 -1.51278 4.34681 2.03847
H4 -1.81230 4.41688 0.30397
H5 -0.41673 2.54810 -2.03067
H6 0.97085 3.81564 -3.61077
H7 2.69600 5.37945 -2.76498
H8 2.98614 5.69069 -0.32993
H9 1.60591 4.42249 1.25454
H10 -1.57962 2.08603 3.50110
H11 -0.51781 1.61648 5.65510
H12 1.94343 1.41755 5.81506
H13 3.33805 1.68224 3.78581
H14 2.28295 2.13668 1.61630
H15 -4.06156 4.41219 -0.93933
H16 -4.00668 5.19925 -3.26229
H17 -3.28658 3.68473 -5.07665
H18 -2.59774 1.36533 -4.55100
H19 -2.57522 0.58741 -2.21807
H20 -5.59574 2.08069 2.19336
H21 -7.80409 1.01965 2.32029
H22 -8.46630 -0.67074 0.64477
H23 -6.92970 -1.26172 -1.19621
H24 -4.73674 -0.16206 -1.37275
C27 5.62339 -4.40786 3.10147
S1 5.18599 -2.66532 3.24076
C28 3.60754 -2.70435 2.36592
C29 2.94860 -1.33617 2.45155
C30 1.62211 -1.23269 1.70822
N1 1.62740 -1.37893 0.19654
P3 2.11399 0.20481 -0.49129
C31 3.91955 0.14539 -0.25430
C32 4.67758 -1.02065 -0.34983
C33 6.04379 -0.98759 -0.12887
C34 6.67044 0.21654 0.17450
C35 5.92789 1.38422 0.25371
C36 4.55402 1.34678 0.04674
C37 2.01227 0.03884 -2.32159
C38 3.07118 -0.32941 -3.15012
C39 2.91612 -0.35919 -4.52917
C40 1.70453 -0.01021 -5.10527
C41 0.64594 0.37849 -4.29533
C42 0.80991 0.41550 -2.92189
P4 -0.05125 -1.66483 -0.14230
C43 -0.32324 -3.35773 0.49764
C44 0.76592 -4.20772 0.68912
C45 0.56403 -5.53860 1.01414
C46 -0.72682 -6.03841 1.12911
C47 -1.81079 -5.20531 0.90382
C48 -1.61322 -3.86903 0.58478
C49 -0.22066 -2.08816 -1.89893
C50 -1.46640 -1.87656 -2.48030
C51 -1.69808 -2.25586 -3.79539
C52 -0.68025 -2.84648 -4.52843
C53 0.55862 -3.07927 -3.94076
C54 0.78581 -2.71599 -2.62393
H25 6.58468 -4.54116 3.59381
H26 5.72056 -4.70358 2.05676
H27 4.88312 -5.03509 3.59719
H28 2.96485 -3.45968 2.82584
H29 3.78073 -2.99125 1.32631
H30 3.64842 -0.56143 2.14187
H31 2.71062 -1.13116 3.49987
H32 1.15165 -0.27846 1.96902
H33 0.97085 -2.01058 2.10917
H34 4.18561 -1.95707 -0.58671
H35 6.62206 -1.90112 -0.18476
H36 7.73779 0.24057 0.35348
H37 6.41477 2.32220 0.48968
H38 3.97174 2.26064 0.12265
H39 4.02535 -0.60269 -2.72682
H40 3.74868 -0.65545 -5.15485
H41 1.58770 -0.03157 -6.18163
H42 -0.30315 0.65318 -4.73835
H43 -0.02131 0.70459 -2.29170
H44 1.77134 -3.82690 0.56798
H45 1.41561 -6.18986 1.16735
H46 -0.88527 -7.07824 1.38448
H47 -2.81924 -5.59157 0.98057
H48 -2.46638 -3.23175 0.40355
H49 -2.26407 -1.42612 -1.89469
H50 -2.67048 -2.09530 -4.24474
H51 -0.85399 -3.13926 -5.55612
H52 1.34881 -3.54943 -4.51241
H53 1.74928 -2.89669 -2.16310
F1 -2.39589 -1.37774 4.97772
C55 -2.16047 -1.69190 3.69855
F2 -2.19002 -3.01530 3.56115
F3 -0.92564 -1.24737 3.35978
S2 -3.43596 -0.88938 2.64287
O1 -4.64376 -1.60973 2.88384
O2 -3.35065 0.49933 3.04629
O3 -2.90965 -1.10348 1.25558

- Net charge: +1
- Relative energy (zero: lowest compared OMol25 entry of this formula, charge and spin): 0.0 kcal per mole
- E_LUMO: -0.1356 Ha
- Gap between HOMO and LUMO: 6.54 eV

---

Here is a molecular structure, C55H54N6O5PPdS3Se from OMol25. Energies are from the ωB97M-V functional and the def2-TZVPD basis.

Atoms and positions in Å:
Pd1 0.30237 0.26752 -0.48289
N1 -1.57478 -0.54627 -0.81690
S1 -2.74280 0.35620 -0.72373
N2 -3.04357 1.69625 -1.66745
S2 -2.56338 1.94156 -3.11570
N3 -1.51012 3.09969 -3.32733
S3 -0.25138 2.86727 -2.30740
N4 -0.05138 1.43316 -2.09101
C1 -0.65021 3.89091 -0.89221
C2 -0.09197 3.54863 0.33211
C3 -0.40175 4.31500 1.44630
C4 -1.25127 5.40525 1.32789
C5 -1.79643 5.73987 0.09412
C6 -1.49610 4.98354 -1.02898
C7 1.01605 3.79664 -3.13209
C8 1.13735 3.67256 -4.50959
C9 2.22257 4.25896 -5.13839
C10 3.17345 4.94403 -4.39226
C11 3.04657 5.04761 -3.01517
C12 1.96326 4.46772 -2.37299
C13 -2.26114 0.42625 -4.00480
C14 -1.00140 0.01615 -4.41436
C15 -0.87933 -1.20356 -5.06157
C16 -1.99498 -1.99423 -5.29449
C17 -3.25446 -1.56384 -4.89668
C18 -3.39313 -0.34649 -4.25378
C19 -3.92398 2.65603 -4.00043
C20 -4.93276 3.26005 -3.27042
C21 -5.96303 3.88796 -3.95587
C22 -5.96573 3.90359 -5.34296
C23 -4.93890 3.29704 -6.05634
C24 -3.90369 2.66622 -5.38669
C25 -4.27775 -0.53154 -0.93689
C26 -5.47995 0.14803 -1.08889
C27 -6.64170 -0.58231 -1.27282
C28 -6.59662 -1.97260 -1.29573
C29 -5.39272 -2.63456 -1.10940
C30 -4.22245 -1.91223 -0.91640
C31 -2.93896 1.14607 0.85961
C32 -3.36404 2.45489 1.03156
C33 -3.50697 2.94079 2.32263
C34 -3.22697 2.12642 3.41179
C35 -2.80393 0.81772 3.22079
C36 -2.66095 0.31687 1.93749
H1 0.58603 2.70821 0.41646
H2 0.02185 4.05058 2.40632
H3 -1.48994 6.00099 2.19960
H4 -2.45322 6.59518 0.00365
H5 -1.91271 5.23409 -1.99559
H6 0.38783 3.13709 -5.07667
H7 2.32513 4.18359 -6.21259
H8 4.02296 5.39497 -4.88800
H9 3.79674 5.56571 -2.43424
H10 1.86487 4.53864 -1.29778
H11 -0.12767 0.60803 -4.18633
H12 0.10269 -1.53429 -5.37177
H13 -1.88447 -2.94701 -5.79536
H14 -4.12949 -2.17064 -5.08532
H15 -4.37620 -0.00582 -3.95941
H16 -4.90727 3.24404 -2.18917
H17 -6.76124 4.36488 -3.40347
H18 -6.77246 4.39110 -5.87363
H19 -4.94353 3.31392 -7.13764
H20 -3.10145 2.18813 -5.93306
H21 -5.50893 1.22893 -1.07867
H22 -7.58427 -0.06597 -1.39761
H23 -7.50728 -2.53740 -1.44646
H24 -5.35883 -3.71634 -1.10978
H25 -3.27770 -2.40258 -0.74364
H26 -3.55155 3.08817 0.17701
H27 -3.83117 3.96163 2.47619
H28 -3.33956 2.51481 4.41583
H29 -2.58302 0.18318 4.06798
H30 -2.34151 -0.70493 1.76548
Se1 -0.14870 -3.40087 -1.34835
N5 -1.31590 -3.78747 -0.06242
C37 -1.01980 -4.99922 0.36892
C38 -1.72953 -5.68361 1.40820
C39 -1.30847 -6.91533 1.77847
C40 -0.17891 -7.55029 1.15508
C41 0.51895 -6.94730 0.16559
C42 0.11454 -5.64138 -0.26307
N6 0.70849 -4.94574 -1.21318
H31 -2.58210 -5.20257 1.86918
H32 -1.83114 -7.44935 2.56143
H33 0.10839 -8.53727 1.49283
H34 1.36704 -7.41661 -0.31355
C43 1.01440 -3.18844 3.90499
C44 0.18086 -2.97712 2.66230
O1 -0.10094 -1.57248 2.45620
P1 0.80314 -0.60174 1.55865
O2 0.89354 0.69244 2.47124
C45 1.43424 0.65182 3.81424
C46 0.32974 0.79836 4.83280
O3 2.25389 -1.24726 1.64702
C47 2.83807 -2.02087 0.56102
C48 4.33187 -1.82219 0.60170
H35 1.15680 -4.25739 4.07215
H36 0.51175 -2.77217 4.77883
H37 1.99347 -2.72299 3.80232
H38 -0.79394 -3.45066 2.75703
H39 0.66866 -3.39215 1.77858
H40 2.13684 1.48255 3.86910
H41 1.99764 -0.27096 3.95298
H42 -0.22972 1.71775 4.65790
H43 0.75821 0.84351 5.83506
H44 -0.35827 -0.04525 4.78505
H45 2.42454 -1.66903 -0.38513
H46 2.56734 -3.06896 0.70605
H47 4.59181 -0.79687 0.34013
H48 4.80864 -2.49009 -0.11635
H49 4.72378 -2.04567 1.59429
O4 2.84644 0.20829 -2.01320
C49 2.93449 1.04402 -1.12532
O5 2.03925 1.24501 -0.19958
C50 4.13539 1.94127 -1.02295
C51 5.07732 1.91304 -2.04481
C52 6.20094 2.72213 -1.97725
C53 6.39126 3.55652 -0.88354
C54 5.45421 3.58310 0.14167
C55 4.32577 2.77921 0.07146
H50 4.91413 1.24323 -2.87879
H51 6.93294 2.69869 -2.77436
H52 7.27274 4.18247 -0.82664
H53 5.61025 4.22320 1.00069
H54 3.58869 2.78727 0.86339

- Net charge: +1
- Relative energy (zero: lowest compared OMol25 entry of this formula, charge and spin): 9.1 kcal per mole
- E_LUMO: -0.0891 Ha
- Gap between HOMO and LUMO: 8.26 eV

---

Here is a molecular structure, C55H54N9OPSV at a distorted geometry from OMol25. Energies are from the ωB97M-V functional and the def2-TZVPD basis.

Atoms and positions in Å:
V1 -0.14637 -1.21825 0.72781
C1 3.43244 1.90861 -1.52561
N1 2.45376 0.80112 -1.56096
C2 1.55195 0.47558 -0.62073
N2 0.92367 -0.73154 -0.87100
C3 1.40601 -1.14359 -2.16537
C4 2.32498 -0.21607 -2.62895
C5 3.02310 -0.13739 -3.84364
C6 3.11741 1.14246 -4.35586
C7 3.92319 1.52984 -5.42215
C8 4.58807 0.50812 -6.06404
C9 4.43780 -0.86135 -5.64583
C10 3.65788 -1.19951 -4.54461
C11 0.88307 -2.35183 -2.83486
C12 0.95359 -3.58610 -2.09987
C13 0.58795 -4.80844 -2.63634
C14 0.08997 -4.87212 -3.95404
C15 0.01893 -3.72894 -4.73880
C16 0.41752 -2.47819 -4.17777
P1 1.78439 1.18738 1.09932
C17 0.06335 1.42319 1.51945
N3 -0.93617 0.56416 1.26843
C18 -2.12261 1.11612 1.88441
C19 -1.77580 2.30648 2.42083
N4 -0.37950 2.51456 2.22262
C20 0.40278 3.63925 2.73302
C21 -2.74638 3.26575 3.08315
C22 -4.03874 3.65430 2.54456
C23 -4.79736 4.55494 3.23583
C24 -4.47404 5.06827 4.46278
C25 -3.41641 4.45564 5.14370
C26 -2.51873 3.64104 4.45883
C27 -3.32108 0.35449 1.96737
C28 -3.88894 0.23949 3.25324
C29 -4.99489 -0.56574 3.47735
C30 -5.63491 -1.13665 2.43559
C31 -5.21793 -0.91067 1.15099
C32 -4.09720 -0.15974 0.87384
C33 2.43083 -0.42479 1.70897
N5 1.55275 -1.40950 1.98463
C34 2.27149 -2.25762 2.85865
C35 3.59361 -1.79569 2.96260
N6 3.61402 -0.54365 2.31005
C36 4.80442 0.37130 2.33252
C37 4.64217 -2.35182 3.83934
C38 4.26892 -3.07520 4.99441
C39 5.21815 -3.57436 5.84755
C40 6.57070 -3.42736 5.57712
C41 6.94417 -2.63076 4.53731
C42 6.03530 -2.18272 3.58608
C43 1.65515 -3.47895 3.28525
C44 2.40114 -4.69106 3.47799
C45 1.80109 -5.76935 3.99993
C46 0.36670 -5.88792 4.14078
C47 -0.35002 -4.71745 3.88503
C48 0.24455 -3.55903 3.43411
H1 4.45514 1.54049 -1.82467
H2 3.11922 2.70569 -2.27115
H3 3.48304 2.36479 -0.49955
H4 2.45681 1.91176 -3.99319
H5 3.94465 2.53387 -5.77608
H6 5.12883 0.61879 -6.96446
H7 5.08847 -1.56827 -6.16712
H8 3.58796 -2.22799 -4.12262
H9 1.35340 -3.61652 -1.05301
H10 0.70094 -5.75958 -2.05526
H11 -0.20287 -5.81736 -4.37849
H12 -0.28206 -3.71846 -5.81518
H13 0.39486 -1.46306 -4.75420
H14 -0.07111 4.63513 2.55947
H15 0.44844 3.61469 3.79272
H16 1.46436 3.57078 2.45028
H17 -4.39588 3.22980 1.61349
H18 -5.79620 4.74785 2.78466
H19 -5.06611 5.85507 4.97880
H20 -3.27279 4.57980 6.24518
H21 -1.64665 3.29714 5.01322
H22 -3.44858 0.78359 4.12295
H23 -5.30087 -0.71953 4.47100
H24 -6.51858 -1.75295 2.72344
H25 -5.68762 -1.26089 0.25018
H26 -3.87856 0.09308 -0.17345
H27 4.51229 1.37530 2.77111
H28 5.55499 -0.04462 3.01606
H29 5.13231 0.64859 1.30761
H30 3.18545 -3.10490 5.25119
H31 5.05567 -4.15598 6.77066
H32 7.27485 -4.09351 6.08219
H33 7.98633 -2.51433 4.32754
H34 6.41819 -1.68411 2.66860
H35 3.49086 -4.72391 3.33931
H36 2.42826 -6.62287 4.27110
H37 -0.06027 -6.84522 4.48085
H38 -1.44557 -4.76703 4.03435
H39 -0.38144 -2.71150 3.07342
O1 -7.66928 -4.43550 0.09463
H40 -7.46375 -5.35518 -0.09186
H41 -7.66648 -4.10176 -0.82317
S1 -2.64486 -2.21603 -2.02413
C49 -1.95922 -2.67380 -0.63646
N7 -1.51983 -2.57716 0.51420
C50 -2.50988 2.64597 -5.49112
C51 -1.98456 2.32613 -4.10808
N8 -2.16117 3.48400 -3.09677
C52 -3.65833 3.82695 -3.25198
C53 -4.07664 4.25586 -4.65714
N9 -2.89119 4.11595 -5.57108
C54 -1.68241 4.97464 -5.18481
C55 -1.34731 4.57792 -3.72585
H42 -3.37074 2.01759 -5.72421
H43 -1.76335 2.57780 -6.29695
H44 -0.88433 2.12707 -4.18154
H45 -2.33522 1.32205 -3.74156
H46 -3.80941 4.62831 -2.44125
H47 -4.20931 2.91262 -2.91289
H48 -4.48352 5.26059 -4.76829
H49 -4.85623 3.52541 -5.01837
H50 -3.17941 4.34071 -6.58776
H51 -2.08377 6.03257 -5.16709
H52 -0.93410 4.85372 -5.97449
H53 -1.36198 5.44142 -3.02345
H54 -0.30384 4.33982 -3.69454

- Spin multiplicity: 4
- Net charge: +2
- E_LUMO (alpha / beta): -0.1678 / -0.1678 Ha
- Gap between HOMO and LUMO (alpha / beta): 6.03 / 6.93 eV